[1]
{"formula": "C28H54ClLuOPSi", "method": "ωB97M-V/def2-TZVPD", "species": ["Lu", "P", "Cl", "C", "H", "H", "C", "C", "C", "H", "C", "H", "H", "C", "H", "H", "C", "H", "H", "C", "H", "H", "H", "H", "C", "C", "H", "C", "H", "H", "C", "H", "H", "C", "H", "H", "C", "H", "H", "H", "H", "C", "H", "C", "H", "H", "C", "H", "H", "C", "H", "H", "C", "H", "H", "H", "H", "C", "C", "H", "C", "H", "C", "H", "H", "C", "H", "H", "C", "H", "H", "H", "H", "C", "Si", "C", "C", "O", "H", "H", "H", "H", "H", "H", "H", "H", "H"], "xyz": [[0.113, -3.163, -1.843], [0.034, 0.921, -0.214], [1.734, -1.694, -2.915], [0.759, 0.241, 1.382], [1.312, -0.688, 1.063], [1.471, 1.029, 1.733], [-0.926, -0.064, -1.522], [1.437, 1.709, -1.170], [-1.778, 0.837, -2.444], [-0.088, -0.448, -2.139], [-2.336, 0.090, -3.651], [-2.628, 1.287, -1.901], [-1.214, 1.695, -2.829], [-3.103, -1.185, -3.275], [-3.009, 0.752, -4.217], [-1.514, -0.167, -4.332], [-2.274, -2.056, -2.293], [-4.093, -0.956, -2.852], [-3.266, -1.784, -4.182], [-1.776, -1.257, -1.077], [-2.841, -2.927, -1.939], [-1.443, -2.409, -3.003], [-2.638, -0.880, -0.514], [-1.233, -1.881, -0.325], [-1.126, 2.256, 0.384], [2.209, 2.732, -0.335], [2.043, 0.804, -1.353], [3.457, 3.278, -1.054], [1.547, 3.572, -0.087], [2.516, 2.292, 0.616], [3.153, 3.838, -2.453], [3.914, 4.054, -0.424], [4.186, 2.459, -1.154], [2.326, 2.863, -3.301], [2.634, 4.804, -2.358], [4.103, 4.049, -2.959], [1.105, 2.289, -2.571], [2.001, 3.376, -4.216], [2.975, 2.028, -3.602], [0.359, 3.090, -2.473], [0.685, 1.518, -3.230], [-2.504, 1.694, 0.770], [-0.615, 2.608, 1.298], [-3.249, 2.697, 1.656], [-3.093, 1.520, -0.145], [-2.420, 0.727, 1.282], [-3.451, 4.039, 0.940], [-4.209, 2.262, 1.964], [-2.653, 2.858, 2.566], [-2.158, 4.571, 0.304], [-4.224, 3.919, 0.169], [-3.838, 4.769, 1.659], [-1.375, 3.508, -0.485], [-2.392, 5.417, -0.353], [-1.511, 4.952, 1.104], [-1.966, 3.227, -1.368], [-0.438, 3.944, -0.858], [-1.295, -1.231, 2.294], [-0.217, -0.104, 2.445], [-2.280, -1.010, 1.841], [0.564, -0.262, 3.805], [-0.853, 0.790, 2.505], [0.905, -1.707, 4.163], [1.484, 0.338, 3.756], [-0.066, 0.162, 4.605], [-0.311, -2.612, 4.234], [1.649, -2.094, 3.465], [1.376, -1.699, 5.149], [-1.179, -2.553, 2.926], [-0.029, -3.650, 4.451], [-0.929, -2.335, 5.103], [-0.816, -3.323, 2.218], [-2.193, -2.896, 3.204], [1.442, -6.019, 0.391], [2.169, -4.303, 0.460], [2.748, -3.923, 2.185], [3.678, -4.152, -0.696], [0.937, -3.290, -0.025], [2.243, -6.769, 0.431], [0.850, -6.201, -0.515], [0.786, -6.158, 1.260], [3.616, -4.565, 2.401], [3.064, -2.879, 2.301], [1.960, -4.157, 2.912], [3.435, -4.287, -1.760], [4.181, -3.183, -0.568], [4.391, -4.942, -0.415]], "molar_mass_g_mol": 676.22, "homo_lumo_gap_ev": [2.842, 2.843], "e_tot_ha": -3501.08841, "total_charge": -1, "relative_energy_ev": 0.5083}

[2]
{"formula": "C2H8N2O2", "method": "ωB97M-V/def2-TZVPD", "species": ["N", "C", "N", "H", "H", "H", "H", "H", "H", "O", "C", "O", "H", "H"], "xyz": [[-1.647, -0.921, -0.061], [-1.276, -2.152, -0.780], [0.043, -2.021, -1.386], [-1.313, -0.772, 0.886], [-1.785, -0.131, -0.686], [-1.352, -2.955, -0.045], [-2.106, -2.379, -1.442], [0.194, -1.114, -1.817], [0.725, -2.294, -0.680], [2.671, 2.727, 0.167], [1.666, 2.925, 0.755], [1.504, 3.368, 2.043], [0.647, 2.843, 0.359], [2.028, 2.878, 2.686]], "molar_mass_g_mol": 92.10, "homo_lumo_gap_ev": [9.886, 4.912], "s_squared": 0.760, "e_tot_ha": -340.64317, "total_charge": 1, "relative_energy_ev": 1.2363, "spin_multiplicity": 2}

[3]
{"formula": "C18H11FN3O3S2Tl", "method": "ωB97M-V/def2-TZVPD", "species": ["Tl", "C", "C", "C", "C", "C", "C", "C", "F", "C", "C", "C", "O", "C", "C", "N", "C", "C", "O", "O", "H", "H", "H", "H", "H", "H", "H", "H", "H", "H", "H", "S", "C", "S", "C", "C", "N", "C", "N"], "xyz": [[-3.830, -0.806, 0.416], [2.185, 3.650, 1.399], [2.686, 2.835, 0.201], [4.035, 2.201, 0.547], [4.423, 1.145, -0.481], [3.356, 0.091, -0.490], [3.655, -1.254, -0.670], [2.626, -2.182, -0.672], [2.957, -3.494, -0.843], [1.312, -1.819, -0.513], [0.990, -0.461, -0.350], [-0.424, -0.070, -0.247], [-1.286, -0.934, -0.029], [-0.642, 1.350, -0.427], [0.405, 2.199, -0.353], [1.707, 1.821, -0.151], [2.026, 0.494, -0.314], [-2.033, 2.007, -0.704], [-2.031, 3.244, -0.715], [-2.993, 1.245, -0.902], [2.950, 4.359, 1.709], [1.960, 2.980, 2.226], [1.282, 4.199, 1.152], [2.810, 3.510, -0.661], [3.957, 1.724, 1.528], [4.797, 2.982, 0.604], [5.392, 0.702, -0.233], [4.508, 1.605, -1.473], [4.673, -1.573, -0.826], [0.511, -2.540, -0.526], [0.216, 3.258, -0.472], [-5.425, -2.467, -1.427], [-5.487, -3.528, -0.070], [-4.024, -3.815, 0.775], [-6.678, -4.153, 0.316], [-7.898, -3.992, -0.335], [-8.953, -3.908, -0.801], [-6.772, -4.966, 1.443], [-6.942, -5.639, 2.368]], "molar_mass_g_mol": 604.82, "homo_lumo_gap_ev": 4.529, "e_tot_ha": -2151.37167, "total_charge": -2, "relative_energy_ev": 0.3110}

[4]
{"formula": "C13H17CeIN2", "method": "ωB97M-V/def2-TZVPD", "species": ["C", "C", "H", "H", "H", "H", "H", "H", "C", "C", "C", "C", "H", "H", "H", "H", "N", "C", "C", "N", "C", "C", "C", "H", "H", "C", "H", "H", "Ce", "I", "C", "H", "H", "H"], "xyz": [[-1.064, -3.586, -0.203], [-1.013, -3.333, 1.292], [-2.029, -3.342, -0.664], [-0.873, -4.650, -0.371], [-0.226, -3.178, -0.830], [-1.301, -2.330, 1.678], [-1.754, -4.007, 1.728], [-0.024, -3.595, 1.690], [-1.032, 0.953, -2.549], [-1.010, 2.103, -3.335], [-1.198, 3.345, -2.720], [-1.290, 3.429, -1.335], [-0.974, -0.072, -2.946], [-0.817, 1.975, -4.391], [-1.248, 4.243, -3.314], [-1.329, 4.370, -0.802], [-1.089, 1.030, -1.200], [-1.216, 2.248, -0.582], [-1.045, 2.249, 0.867], [-0.783, 1.023, 1.434], [-0.339, 0.985, 2.709], [-0.517, 3.382, 2.928], [-0.215, 2.134, 3.485], [-0.058, -0.011, 3.066], [0.140, 2.048, 4.513], [-0.913, 3.445, 1.593], [-1.052, 4.398, 1.082], [-0.416, 4.297, 3.510], [-0.396, -0.951, -0.112], [0.845, -2.043, -2.681], [1.777, -0.260, -0.068], [1.891, -0.195, 1.036], [1.741, 0.762, -0.482], [2.617, -0.794, -0.509]], "molar_mass_g_mol": 468.31, "homo_lumo_gap_ev": [6.372, 6.357], "e_tot_ha": -1387.28940, "total_charge": 2, "relative_energy_ev": 0.3394}